Computed, not measured: 6 unconnected molecules or ions with the total composition C4H20NO6S2 in a non-equilibrium geometry, with ωB97M-V/def2-TZVPD.

Output
HOMO (alpha / beta)	-16.766 / -16.766	eV
⟨S²⟩	0.75
HOMO-LUMO gap (alpha / beta)	9.706 / 5.528	eV

The geometry in ORCA input format:
```
! wB97M-V def2-TZVPD RIJCOSX def2/J DEFGRID3
* xyz 2 2
N 0.311 0.229 -0.489
C -1.117 0.810 -0.612
C -2.161 -0.030 -1.415
O -3.186 0.495 -1.657
C -1.700 1.443 0.588
S -1.209 0.755 2.337
S -2.264 -0.881 2.733
C -1.719 -2.161 1.519
H 1.134 0.997 -0.487
H 0.402 -0.428 -1.296
H 0.435 -0.295 0.323
H -1.073 1.725 -1.516
H -1.798 -0.821 -2.073
H -1.203 2.413 0.714
H -2.796 1.347 0.626
H -0.701 -2.279 1.315
H -2.067 -2.977 2.155
H -2.365 -2.245 0.641
H 3.826 -0.194 0.889
H 3.596 0.362 -0.536
O 3.181 -0.131 0.180
H 2.415 2.630 0.312
H 2.830 3.014 -1.157
O 2.086 2.640 -0.572
H 2.916 2.116 -3.567
H 4.013 1.069 -3.118
O 3.345 1.669 -2.814
H 4.342 -1.932 -1.339
H 3.049 -1.803 -2.209
O 3.885 -1.503 -2.136
H -0.331 -3.555 -1.343
H 1.079 -2.952 -1.016
O 0.174 -2.690 -1.189
*
```